1.
Computed, not measured: a molecular structure, C19H44InN2O3 in a non-equilibrium geometry, with ωB97M-V with the def2-TZVPD basis set.

The charge is -1. The total energy is -1275.62160 hartree. The HOMO energy comes out at -0.161 Eh. The value obtained for the HOMO-LUMO gap is 6.47 eV.

The geometry in XYZ format:
```
69
Properties=species:S:1:pos:R:3:forces:R:3
C 1.6059 -4.3026 0.4284 0.3 1.0 -0.3
C 1.9013 -2.7808 0.1993 0.7 -0.7 0.4
C 3.4460 -2.5580 0.0689 -0.4 0.9 -0.1
C 3.8628 -1.1565 0.6471 0.6 -0.6 -0.9
C 5.1168 -0.6531 -0.1324 0.0 0.4 0.4
C 5.6473 0.7350 0.3398 -1.0 0.3 -0.4
C 4.5441 1.8348 0.0738 0.8 0.0 -0.4
C 5.0030 2.9836 -0.8877 -1.1 -0.4 -0.3
C 3.7478 3.5353 -1.6536 0.4 0.8 1.2
C 2.8458 4.3824 -0.6723 -0.7 -1.3 -0.7
C 1.6038 3.5255 -0.2373 -0.3 1.1 1.0
C 0.9789 4.1279 1.0981 0.2 -0.5 -1.2
In -1.2598 4.1027 0.9031 0.2 0.5 0.6
O -2.0408 2.1319 0.6895 -0.2 0.1 0.5
C -3.3080 2.1688 1.3170 0.2 0.2 -1.4
C -4.2177 0.9608 0.8940 1.0 0.7 1.0
N -5.6125 1.3008 1.2826 0.3 -0.9 -0.7
C -6.5866 0.8792 0.2715 -0.8 0.6 1.0
C -6.4522 1.6259 -1.0976 -0.4 -1.0 -0.5
C -5.9551 0.5982 -2.1868 -0.7 0.0 0.4
O -5.6768 2.8101 -1.0209 -0.1 -0.6 0.3
H 1.6761 -4.8297 -0.5414 -0.3 0.1 0.6
H 2.3960 -4.7217 1.0825 -0.6 0.1 -0.1
H 0.6101 -4.4235 0.8871 0.4 -0.3 -0.3
H 1.5226 -2.1601 1.0382 0.2 -0.5 -0.4
H 1.3893 -2.4173 -0.7148 0.3 -0.2 0.5
H 4.0465 -3.3668 0.5377 -0.5 0.4 -0.1
H 3.7123 -2.5833 -1.0104 -0.1 0.0 0.5
H 4.0811 -1.2225 1.7298 -0.1 0.0 -0.4
H 3.0241 -0.4498 0.5090 0.4 -0.3 0.1
H 5.9219 -1.4183 -0.0775 -0.4 0.4 0.0
H 4.8297 -0.5562 -1.2040 0.2 -0.1 0.5
H 6.5253 1.0093 -0.2781 -0.1 -0.2 0.7
H 5.8634 0.7372 1.4265 0.3 -0.2 -0.6
H 3.6964 1.3136 -0.4146 0.3 0.5 0.5
H 4.2316 2.3051 1.0256 -0.2 -0.4 -0.5
H 5.4433 3.7977 -0.2770 0.1 -0.4 -0.6
H 5.7095 2.5925 -1.6481 0.0 0.2 0.6
H 3.1402 2.6684 -1.9769 0.4 0.5 -0.2
H 4.0472 4.1618 -2.5162 -0.1 -0.5 0.3
H 3.3660 4.7059 0.2490 0.1 -0.2 -0.5
H 2.4646 5.2844 -1.1935 0.2 -0.4 0.4
H 0.8527 3.5350 -1.0574 0.5 -0.1 0.3
H 1.8451 2.4687 -0.0209 0.1 0.5 -0.4
H 1.3487 5.1781 1.1613 -0.4 -0.6 0.3
H 1.3902 3.5317 1.9377 -0.3 0.5 -0.2
H -1.7704 5.1186 -0.4849 0.1 -0.3 0.0
H -2.0525 4.7567 2.4016 0.1 -0.2 -0.2
H -3.2021 2.2308 2.4264 -0.4 -0.2 -0.4
H -3.8373 3.0865 0.9574 -0.1 -0.6 0.6
H -4.1092 0.7397 -0.1819 -0.1 0.4 0.5
H -3.8206 0.0771 1.4483 -0.5 0.2 -0.4
H -5.8033 0.7719 2.1279 -0.2 0.3 0.0
H -6.6051 -0.2359 0.1612 0.1 0.6 -0.5
H -7.5935 1.1371 0.6782 0.6 -0.2 -0.2
H -7.4818 1.9355 -1.3968 0.5 -0.3 0.2
H -5.5258 -0.3004 -1.7005 0.2 0.7 -0.4
H -6.8649 0.2273 -2.7100 0.7 0.3 0.0
H -5.2482 1.0388 -2.9166 -0.4 -0.3 0.4
H -5.3202 2.9273 -1.9009 0.3 0.3 -0.1
O 0.0548 -6.7234 -0.6232 -0.1 -0.3 0.1
C -1.0232 -6.9979 -0.1354 0.1 0.1 -0.2
N -2.1841 -6.6154 -0.7334 -0.1 0.0 -0.1
C -1.1643 -7.7690 1.1509 -0.3 0.0 0.1
H -3.0923 -6.8197 -0.3632 0.0 0.0 0.1
H -2.1153 -6.0972 -1.5927 0.0 0.0 0.0
H -0.6655 -7.2204 1.9491 0.1 -0.1 -0.1
H -0.6938 -8.7443 1.0330 0.1 0.1 0.0
H -2.2089 -7.9158 1.4276 0.0 0.0 0.0
```
Forces are in eV/Å.

Atomic partial charges in e from the Löwdin method, atoms 1 to 4:
1 C -0.1265
2 C -0.2506
3 C -0.2253
4 C -0.2094

2.
Computed, not measured: a molecular structure, C19H44IrNO2P2 in a non-equilibrium geometry, with ωB97M-V with the def2-TZVPD basis set.

The charge is +2. The total energy is -1741.86280 hartree. As for the expectation value of S²: 6.013. As for the spin multiplicity: 5. The HOMO energy (alpha / beta) comes out at -0.387 / -0.596 Eh. The value obtained for the HOMO-LUMO gap (alpha / beta) is 5.53 / 5.23 eV.

The geometry in XYZ format:
```
69
Properties=species:S:1:pos:R:3:forces:R:3
Ir 0.4989 0.1533 -0.4155 -0.1 1.9 0.6
P -0.9843 1.1847 -1.8620 -2.5 0.6 -2.4
P 1.8258 -1.2804 0.8171 1.6 -3.4 1.9
N -0.2443 -1.5844 -1.2517 0.1 -1.6 -1.3
C -1.3520 -0.1968 -3.0162 0.3 0.0 -0.1
H -2.3682 -0.1129 -3.4216 0.3 0.0 0.1
H -0.6529 -0.1225 -3.8619 -0.1 0.0 0.2
C -1.1800 -1.5675 -2.3298 -0.8 -0.7 -0.6
H -2.1640 -1.9349 -1.9490 0.3 0.2 -0.1
H -0.8929 -2.3321 -3.0901 -0.2 0.4 0.5
C 0.2965 -2.8615 -0.9126 -0.4 -1.2 0.0
H 0.3951 -3.4786 -1.8362 0.0 0.4 0.5
H -0.4611 -3.4098 -0.3034 0.3 0.3 -0.1
C 1.6475 -2.8202 -0.1689 0.2 0.2 -0.3
H 2.4671 -2.8513 -0.9017 -0.2 0.0 0.2
H 1.7375 -3.7060 0.4727 0.0 0.2 -0.2
C 1.1743 -1.7851 2.4818 -0.7 0.3 -0.2
C 0.9570 -0.6019 3.4241 -0.1 0.1 0.2
H 0.4285 -0.9692 4.3162 0.2 0.2 -0.2
H 0.3493 0.1877 2.9623 0.1 -0.2 0.2
H 1.9100 -0.1621 3.7485 -0.4 -0.1 0.0
C 3.5984 -0.8182 0.9263 0.0 0.4 -0.4
C 3.8959 0.2433 1.9909 0.0 0.3 0.1
H 4.9085 0.6288 1.8089 -0.3 -0.1 0.1
H 3.8856 -0.1745 3.0066 0.0 0.1 -0.3
H 3.2104 1.0987 1.9502 0.1 -0.2 0.1
C -0.2955 2.5998 -2.8146 0.6 0.0 0.1
C -0.2613 3.9190 -2.0329 0.2 0.2 0.2
H 0.4025 4.6111 -2.5702 -0.2 -0.2 0.2
H 0.1378 3.8074 -1.0169 -0.1 0.1 -0.2
H -1.2491 4.3974 -1.9803 0.3 -0.2 0.0
C -2.6599 1.6177 -1.1954 0.2 -0.3 0.5
C -2.6065 2.6185 -0.0409 -0.1 0.1 0.3
H -3.5934 2.6289 0.4440 0.3 0.1 -0.1
H -2.3933 3.6358 -0.3988 -0.1 -0.4 0.2
H -1.8575 2.3514 0.7163 -0.2 0.1 -0.2
C 0.7315 1.6224 0.6780 -0.5 4.0 4.4
C 4.5517 -2.0042 1.0808 0.2 -0.4 0.0
H 4.4975 -2.4495 2.0809 0.0 0.1 -0.3
H 4.3799 -2.7886 0.3382 0.1 0.1 0.1
H 5.5751 -1.6327 0.9430 -0.2 -0.1 0.0
C -0.9274 2.8194 -4.1919 -0.2 -0.1 -0.3
H -0.3133 3.5543 -4.7294 -0.1 -0.2 0.1
H -0.9574 1.9076 -4.7961 0.0 0.2 0.0
H -1.9408 3.2326 -4.1238 0.3 -0.2 0.0
C -3.6310 2.0932 -2.2791 -0.2 0.1 -0.3
H -4.6427 2.0876 -1.8491 0.2 0.0 -0.1
H -3.4184 3.1263 -2.5876 0.0 -0.3 0.1
H -3.6489 1.4484 -3.1665 0.0 0.2 0.2
C 2.0126 -2.8746 3.1485 0.4 -0.2 0.1
H 2.9481 -2.4727 3.5617 -0.3 -0.1 -0.1
H 1.4322 -3.2741 3.9921 0.1 0.1 -0.2
H 2.2496 -3.7126 2.4815 0.0 0.2 0.2
H 0.1826 -2.1997 2.2212 0.3 0.1 0.0
H -3.0238 0.6491 -0.8008 0.1 0.3 -0.1
H 3.7680 -0.3625 -0.0648 0.1 -0.1 0.1
H 0.7475 2.2688 -2.9650 -0.2 0.1 -0.1
O 0.8953 2.5601 1.3600 0.3 -1.9 -2.2
H 1.5160 0.1272 -1.7806 0.6 0.2 -0.1
H 1.9517 0.6565 -1.1214 0.7 0.2 -0.8
C -2.8861 -1.2008 3.1711 -0.1 0.0 -0.1
C -2.5254 -0.2909 2.0196 -0.1 0.4 0.2
O -1.6055 -0.9420 1.1232 0.0 -0.3 -1.0
H -3.4229 -2.0844 2.8144 0.1 0.1 0.1
H -3.5395 -0.6548 3.8555 0.1 -0.1 0.0
H -1.9832 -1.5133 3.7103 -0.2 0.1 -0.1
H -3.4138 0.0504 1.4631 0.2 -0.1 0.2
H -2.0002 0.5979 2.3903 -0.1 -0.1 -0.1
H -2.0695 -1.2581 0.3274 0.0 0.1 0.7
```
Forces are in eV/Å.

Atomic partial charges in e from the Löwdin method, atoms 1 to 4:
1 Ir 0.7759
2 P 0.9579
3 P 0.9644
4 N -0.2150